i.
Density functional theory data (ωB97M-V with the def2-TZVPD basis set) for a single C4H5NOS molecule.

Each line ends with the Löwdin charge.
Positions of all 12 atoms, in Å:
S  -2.3045  -0.0122  -0.0647  0.75
C  -0.6876  0.0836  0.0398  -0.75
C  0.1759  1.3043  0.2680  -0.17
C  1.5934  1.0592  -0.1833  -0.13
N  2.2104  -0.0714  -0.2008  0.05
O  1.4876  -1.1440  0.3391  -0.14
C  0.1462  -1.1789  -0.1247  -0.23
H  0.1853  1.5017  1.3351  0.13
H  -0.2346  2.2398  -0.1920  0.13
H  2.2324  1.8459  -0.6416  0.12
H  0.2542  -1.3470  -1.1916  0.13
H  -0.3072  -2.0024  0.4192  0.12

The structure (SMILES) is S=C1CC=NOC1. Its LUMO energy is -0.5045 eV. Its highest occupied orbital energy is -0.335 hartree. The value obtained for the gap between HOMO and LUMO is 8.6 eV. As for the multiplicity: 1.

ii.
Density functional theory data (ωB97M-V with the def2-TZVPD basis set) for a single C4H5NOS molecule.

Each line ends with the Löwdin charge.
Positions of all 12 atoms, in Å:
C  0.8015  -0.8612  0.3516  -0.16
C  0.9172  -0.8490  1.6936  -0.32
C  -0.0904  0.0751  -0.2003  -0.39
C  -0.5336  0.3435  -1.5818  -0.01
N  -0.6110  0.7739  0.7679  -0.42
O  -1.7332  2.0060  0.5142  -0.27
S  -0.1552  0.4414  2.3089  1.08
H  1.5740  -1.3166  -0.2586  0.12
H  1.6421  -1.5895  2.1160  0.10
H  -1.5780  0.2797  -1.7275  0.07
H  -0.1720  1.3096  -1.9936  0.11
H  -0.0616  -0.6130  -1.9904  0.10

Its LUMO energy is 0.0758 eV. Its highest occupied orbital energy is -0.325 hartree. The value obtained for the gap between HOMO and LUMO is 8.9 eV. As for the multiplicity: 1.

It turns out i is the most stable, with the second structure 182.9 kJ/mol higher.

i.
Density functional theory data (ωB97M-V with the def2-TZVPD basis set) for a gas-phase ion, C10H15N2O2 (charge +1).

Each line ends with the Löwdin charge.
Positions of all 29 atoms, in Å:
C  -2.0407  0.3444  -1.6599  -0.03
N  -2.0090  0.0828  -0.2373  -0.35
C  -2.0202  -1.4792  0.1083  0.09
C  -3.1322  0.6922  0.5179  -0.02
C  -0.8430  0.7644  0.3122  -0.03
N  0.3512  0.2926  -0.0046  -0.22
O  0.4943  -0.7775  -0.6139  0.02
O  1.3662  0.9166  0.6561  0.08
C  2.7208  0.3877  0.5139  -0.19
C  3.2799  -0.0989  -0.6279  -0.03
C  4.5560  -0.6736  -0.6129  -0.05
C  5.3763  -0.5354  0.4929  -0.05
C  4.8454  0.1556  1.5734  -0.06
C  3.5121  0.4847  1.6402  -0.02
H  -0.9547  0.1569  -2.0142  0.12
H  -2.5660  -0.5418  -2.3247  0.17
H  -2.4640  1.3113  -2.0052  0.12
H  -1.3349  -1.9761  -0.5309  0.08
H  -1.7367  -1.5327  1.1435  0.11
H  -3.0379  -1.7509  -0.1241  0.11
H  -4.1209  0.5120  0.0032  0.14
H  -2.9816  0.2664  1.4934  0.10
H  -3.0854  1.8091  0.7737  0.14
H  -0.9721  1.8510  0.5053  0.17
H  2.5610  -0.4526  -1.4665  0.14
H  4.7060  -1.2086  -1.4767  0.09
H  6.4138  -0.8689  0.5245  0.12
H  5.4359  0.5942  2.3869  0.13
H  3.1901  1.0084  2.4721  0.10

The structure (SMILES) is C[N+](C)(C)/C=[N+](\[O-])Oc1ccccc1. Its LUMO energy is -3.7307 eV. Its total charge is +1. Its highest occupied orbital energy is -0.452 hartree. The value obtained for the gap between HOMO and LUMO is 8.6 eV. As for the multiplicity: 1.

ii.
Density functional theory data (ωB97M-V with the def2-TZVPD basis set) for a gas-phase ion, C10H15N2O2 (charge +1).

Each line ends with the Löwdin charge.
Positions of all 29 atoms, in Å:
C  -2.6987  3.1412  -0.3756  -0.02
C  -2.5844  1.7247  -0.5434  0.02
C  -1.4492  3.6159  -0.3518  -0.08
C  -1.2676  1.4505  -0.7017  -0.29
C  -0.6950  -0.8514  0.9897  -0.24
C  1.7809  -0.7781  0.8194  -0.08
C  1.6633  0.5517  0.1794  -0.10
C  -0.5860  0.1957  -0.9450  -0.22
C  -1.2431  -0.7738  -1.8469  -0.02
C  0.5774  -1.9595  2.6515  -0.04
N  0.4749  -1.3213  1.3875  -0.10
N  0.9073  0.5278  -1.1371  0.10
O  -1.8500  -0.9489  1.3083  0.13
O  -0.5703  2.6011  -0.6099  -0.01
H  -3.5261  3.7886  -0.2241  0.11
H  -3.3016  0.9495  -0.4129  0.12
H  -1.0092  4.5822  -0.6169  0.14
H  2.2780  -1.4128  0.1218  0.12
H  2.4693  -0.6577  1.7180  0.16
H  1.0956  1.3177  0.7214  0.15
H  2.6123  1.0259  0.0136  0.14
H  -0.7023  -1.7006  -1.7800  0.08
H  -1.2585  -0.4817  -2.8797  0.10
H  -2.1804  -1.0907  -1.3506  0.11
H  -0.2302  -2.4512  3.2079  0.12
H  1.2750  -2.7923  2.5566  0.10
H  1.0368  -1.1914  3.2868  0.11
H  0.8081  1.4000  -1.6827  0.18
H  1.3372  -0.0359  -1.8932  0.19

Its LUMO energy is -2.9846 eV. Its total charge is +1. Its highest occupied orbital energy is -0.420 hartree. The value obtained for the gap between HOMO and LUMO is 8.4 eV. As for the multiplicity: 1.

It turns out ii is the most stable, with the second structure 305.1 kJ/mol higher.